Below is a molecular structure, C4H5NOS at a distorted geometry, with properties calculated with wB97M-V/def2-TZVPD.

XYZ file:
```
12
Properties=species:S:1:pos:R:3:mulliken_charge:R:1
C -0.637 0.931 1.037 -0.45
C -0.865 -0.374 1.340 -0.25
C 2.116 -1.435 -0.885 0.03
C -0.519 1.197 -0.433 -0.31
N -0.824 -1.200 0.277 -0.41
O 1.502 -0.998 -1.819 -0.34
S -0.754 -0.497 -1.097 0.09
H -1.048 1.777 1.529 0.32
H -0.995 -0.848 2.272 0.45
H 3.030 -1.965 -0.689 0.29
H -1.453 1.817 -0.815 0.29
H 0.447 1.595 -0.717 0.28
```

For the gap between HOMO and LUMO (alpha / beta), the calculation gives 7.88 / 7.17 eV. As for the charge: 0. Its energy relative to the best compared isomer or geometry (same formula, charge and spin) is 122.9 kcal per mole. The largest force on an atom is 3.93 eV/A.


Below is a molecular structure, C100H207N11O30 at a distorted geometry, with properties calculated with wB97M-V/def2-TZVPD.

XYZ file:
```
348
Properties=species:S:1:pos:R:3:mulliken_charge:R:1
C -1.666 4.868 5.861 -1.80
C -0.548 4.423 4.930 2.26
C -0.843 4.893 3.543 -1.56
C 0.367 5.153 2.612 1.01
C 1.258 6.282 3.211 -2.18
C 1.882 5.819 4.503 1.82
N 0.777 5.146 5.421 0.72
O 1.050 5.144 6.776 -0.24
C 2.434 7.104 5.181 -1.86
C 2.993 4.757 4.149 -1.52
C -0.257 2.908 4.845 -1.44
H -1.433 4.576 6.885 0.49
H -2.582 4.349 5.576 0.30
H -1.795 5.941 6.008 0.50
H -1.498 5.754 3.668 0.47
H -1.498 4.157 3.076 0.39
H 0.156 5.553 1.621 -0.05
H 0.970 4.258 2.458 -0.43
H 0.586 7.124 3.378 0.58
H 1.942 6.727 2.489 0.55
H 2.873 6.846 6.145 0.49
H 1.711 7.862 5.483 0.46
H 3.182 7.705 4.666 0.37
H 2.779 3.761 4.537 0.32
H 3.952 5.033 4.590 0.63
H 3.260 4.608 3.103 0.00
H -1.054 2.261 4.480 -0.22
H -0.032 2.428 5.797 0.78
H 0.538 2.628 4.154 -0.12
C 3.596 0.197 -2.802 -0.25
C 3.766 -0.817 -3.923 1.84
C 5.277 -1.152 -4.077 -1.36
C 5.562 -2.349 -4.982 -1.02
C 4.921 -3.615 -4.433 -1.44
C 3.411 -3.597 -4.136 1.50
N 3.037 -2.185 -3.565 0.26
O 1.762 -2.043 -2.965 1.11
C 3.149 -4.639 -3.044 -1.45
C 2.617 -3.861 -5.453 -1.40
C 3.311 -0.179 -5.247 -1.09
H 2.659 0.748 -2.877 -0.32
H 4.406 0.916 -2.928 0.47
H 3.617 -0.106 -1.755 -0.59
H 5.782 -1.507 -3.179 0.18
H 5.806 -0.240 -4.354 0.59
H 6.641 -2.479 -5.064 0.52
H 5.269 -2.142 -6.011 0.43
H 5.515 -3.668 -3.521 0.32
H 5.260 -4.416 -5.090 0.50
H 3.849 -4.533 -2.215 -0.01
H 3.350 -5.618 -3.477 0.71
H 2.119 -4.702 -2.692 0.18
H 1.541 -3.909 -5.286 0.16
H 2.893 -4.863 -5.783 0.52
H 2.710 -3.216 -6.327 0.30
H 2.238 -0.001 -5.167 -0.01
H 3.389 -0.868 -6.089 0.48
H 3.790 0.785 -5.416 -0.07
C -3.399 -0.296 -9.041 -1.38
C -4.318 0.088 -7.772 1.21
C -5.722 -0.328 -8.011 -1.28
C -5.959 -1.871 -7.946 -0.94
C -5.546 -2.331 -6.554 -1.40
C -4.128 -1.899 -6.072 1.77
N -3.831 -0.471 -6.469 0.69
O -2.691 0.131 -5.942 0.84
C -3.057 -2.816 -6.698 -1.10
C -4.152 -1.983 -4.542 -1.47
C -4.291 1.646 -7.703 -1.74
H -2.395 0.102 -8.888 0.30
H -3.689 0.243 -9.944 0.45
H -3.444 -1.358 -9.281 0.35
H -6.026 0.074 -8.977 0.51
H -6.444 0.198 -7.386 0.32
H -5.572 -2.414 -8.808 0.42
H -6.996 -2.138 -8.150 0.53
H -5.744 -3.403 -6.547 0.56
H -6.341 -1.982 -5.894 0.35
H -2.098 -2.641 -6.211 -0.11
H -2.910 -2.706 -7.772 0.28
H -3.354 -3.861 -6.611 0.55
H -4.001 -3.017 -4.235 0.54
H -5.021 -1.535 -4.060 0.17
H -3.269 -1.532 -4.090 -0.32
H -4.492 2.164 -8.641 0.49
H -3.259 1.933 -7.501 0.14
H -5.048 2.074 -7.047 0.35
C -0.073 2.039 -6.011 -1.59
C 0.950 2.975 -5.454 3.00
C 1.866 3.731 -6.457 -1.47
N 2.877 4.789 -5.833 0.51
C 3.853 3.983 -4.910 -0.82
C 3.648 5.421 -7.015 -0.68
C 4.059 6.764 -6.509 -0.68
C 3.116 7.096 -5.325 -0.72
C 2.222 5.913 -5.079 -0.13
H -0.776 2.532 -6.682 0.41
H -0.664 1.668 -5.174 -0.23
H 0.475 1.203 -6.446 0.54
H 1.559 2.417 -4.743 -1.22
H 0.388 3.724 -4.895 -0.44
H 1.244 4.237 -7.195 0.39
H 2.512 2.983 -6.918 0.42
H 3.258 3.674 -4.050 0.05
H 4.624 4.619 -4.477 0.55
H 4.233 3.086 -5.399 0.25
H 4.373 4.632 -7.218 0.54
H 2.984 5.598 -7.861 0.35
H 5.116 6.563 -6.338 0.29
H 3.954 7.577 -7.228 0.39
H 3.693 7.403 -4.453 0.29
H 2.498 7.951 -5.597 0.42
H 2.002 5.592 -4.060 -0.06
H 1.351 6.159 -5.685 0.36
C 7.923 2.855 4.836 -1.58
C 6.813 1.934 4.178 0.56
C 6.103 2.604 3.018 -0.55
N 5.491 1.654 1.927 1.20
C 4.603 0.616 2.474 0.55
C 6.652 0.907 1.228 -0.46
C 6.416 1.172 -0.203 0.43
C 5.834 2.558 -0.374 -0.54
C 4.894 2.523 0.742 0.40
H 7.736 3.926 4.759 0.38
H 8.912 2.765 4.386 0.42
H 8.080 2.572 5.877 0.33
H 6.045 1.599 4.875 -0.22
H 7.372 1.084 3.787 0.16
H 6.777 3.202 2.405 0.71
H 5.259 3.197 3.371 -0.09
H 5.058 -0.003 3.247 -0.42
H 4.232 0.135 1.569 -0.27
H 3.829 1.228 2.938 -0.06
H 6.705 -0.168 1.402 -0.41
H 7.587 1.393 1.508 0.60
H 5.724 0.397 -0.530 -0.63
H 7.347 0.977 -0.736 0.78
H 5.367 2.749 -1.340 0.22
H 6.642 3.272 -0.215 0.32
H 3.953 2.053 0.456 -0.29
H 4.459 3.405 1.210 -0.38
C -9.470 2.056 -0.051 -1.39
C -8.159 1.316 -0.575 -0.13
C -7.464 0.551 0.554 -0.90
N -6.163 -0.201 0.221 0.72
C -5.050 0.872 0.130 -0.31
C -6.142 -1.033 -1.106 -0.81
C -4.932 -1.983 -0.999 -0.19
C -4.958 -2.405 0.429 0.16
C -5.775 -1.346 1.247 -0.66
H -9.291 2.835 0.690 0.35
H -10.139 1.272 0.305 0.35
H -10.001 2.532 -0.876 0.40
H -7.444 2.003 -1.028 0.13
H -8.267 0.688 -1.459 0.32
H -8.082 -0.273 0.910 0.55
H -7.307 1.132 1.463 0.49
H -4.196 0.219 0.314 -0.01
H -5.215 1.564 0.955 0.36
H -5.047 1.184 -0.915 -0.32
H -6.107 -0.546 -2.081 0.20
H -7.076 -1.593 -1.061 0.59
H -4.003 -1.542 -1.359 -0.64
H -5.148 -2.919 -1.515 0.76
H -3.946 -2.453 0.830 -0.27
H -5.380 -3.401 0.565 0.68
H -5.161 -1.056 2.099 0.07
H -6.712 -1.631 1.724 0.33
C -0.920 0.378 -2.896 0.75
C -0.942 0.049 -1.427 1.40
C 0.353 0.133 -0.601 0.29
N 0.312 -0.786 0.626 1.16
C 0.240 -2.352 0.299 -0.58
C 1.610 -0.608 1.494 0.69
C 1.203 -0.342 2.936 1.74
C -0.286 -0.666 2.995 0.79
C -0.794 -0.464 1.651 -0.85
H -1.911 0.485 -3.337 -0.47
H -0.528 -0.515 -3.383 -0.45
H -0.353 1.297 -3.041 -0.33
H -1.395 -0.942 -1.465 -0.83
H -1.685 0.716 -0.988 -0.42
H 0.507 1.142 -0.217 0.51
H 1.220 -0.140 -1.203 -0.59
H -0.657 -2.575 -0.278 0.26
H 0.017 -2.878 1.228 0.58
H 1.169 -2.631 -0.199 -0.30
H 2.333 -1.373 1.209 -0.27
H 2.057 0.337 1.184 -0.63
H 1.839 -0.896 3.626 -0.53
H 1.375 0.719 3.120 -0.86
H -0.554 -1.663 3.345 -0.18
H -0.729 0.021 3.716 -0.36
H -1.755 -0.932 1.436 -0.39
H -0.883 0.621 1.610 0.35
C -5.934 6.896 -5.522 -1.60
C -5.172 5.690 -4.873 0.46
C -3.914 6.159 -4.127 -0.94
N -3.296 4.987 -3.283 1.06
C -2.973 3.820 -4.205 -1.41
C -4.113 4.541 -2.071 -1.02
C -3.195 3.888 -1.004 0.81
C -1.805 4.376 -1.484 1.10
C -2.075 5.439 -2.519 -1.12
H -6.797 6.665 -6.146 0.40
H -5.285 7.380 -6.252 0.38
H -6.167 7.723 -4.851 0.36
H -4.873 4.963 -5.629 0.08
H -5.831 5.157 -4.187 0.13
H -4.073 7.073 -3.556 0.48
H -3.130 6.397 -4.846 0.46
H -2.573 2.931 -3.717 0.31
H -2.177 4.131 -4.882 0.50
H -3.734 3.468 -4.901 -0.03
H -4.879 3.847 -2.417 0.45
H -4.755 5.335 -1.689 0.30
H -3.206 2.800 -1.080 -1.00
H -3.386 4.089 0.051 0.61
H -1.203 3.553 -1.868 -0.89
H -1.213 4.812 -0.679 -0.23
H -1.235 5.496 -3.212 0.54
H -2.279 6.447 -2.158 0.53
C -4.407 -3.738 3.532 -1.03
C -4.378 -2.646 4.632 0.77
C -4.037 -3.122 6.055 -1.23
N -3.478 -1.962 7.023 0.49
C -4.520 -0.810 7.149 -0.91
C -2.107 -1.472 6.481 0.57
C -1.493 -0.798 7.674 -0.32
C -1.871 -1.645 8.877 -0.97
C -3.199 -2.387 8.507 -0.48
H -5.051 -3.370 2.733 0.12
H -4.640 -4.678 4.031 0.56
H -3.435 -3.944 3.084 -0.01
H -5.418 -2.338 4.749 0.30
H -3.785 -1.779 4.343 -0.22
H -3.209 -3.828 5.986 0.19
H -4.888 -3.483 6.632 0.54
H -4.624 -0.315 6.183 0.04
H -4.207 -0.128 7.939 0.53
H -5.433 -1.319 7.456 0.38
H -2.318 -0.777 5.668 -0.38
H -1.512 -2.278 6.051 -0.01
H -1.864 0.226 7.706 0.33
H -0.410 -0.802 7.548 0.07
H -1.913 -1.031 9.777 0.38
H -1.022 -2.315 9.012 0.41
H -4.039 -2.149 9.160 0.40
H -2.890 -3.432 8.521 0.32
C 1.879 -5.758 0.296 -1.07
C 0.429 -5.997 -0.241 1.57
C -0.404 -6.744 0.857 -1.41
N -1.967 -6.849 0.583 0.55
C -2.513 -5.401 0.694 -0.72
C -2.660 -7.738 1.698 -0.31
C -2.356 -9.162 1.247 -0.78
C -2.420 -9.089 -0.294 -0.70
C -2.335 -7.613 -0.695 -0.57
H 2.378 -5.032 -0.346 -0.10
H 2.334 -6.743 0.190 0.66
H 1.920 -5.419 1.331 0.13
H 0.439 -6.516 -1.199 0.50
H -0.003 -5.001 -0.336 -0.87
H -0.308 -6.191 1.792 -0.12
H -0.193 -7.804 0.997 0.57
H -2.071 -4.889 1.548 -0.09
H -3.597 -5.486 0.767 0.57
H -2.187 -4.872 -0.202 0.17
H -3.728 -7.522 1.674 0.49
H -2.207 -7.516 2.664 0.12
H -3.223 -9.717 1.605 0.42
H -1.458 -9.545 1.733 0.35
H -3.317 -9.551 -0.707 0.38
H -1.632 -9.700 -0.735 0.33
H -3.275 -7.181 -1.037 0.40
H -1.717 -7.404 -1.568 0.35
C 7.424 0.202 8.132 -1.29
C 7.056 -1.279 7.973 -0.70
C 6.425 -1.588 6.580 0.07
N 5.230 -2.668 6.589 0.35
C 5.766 -3.973 7.109 -1.06
C 4.699 -2.864 5.126 0.00
C 3.240 -3.263 5.243 -0.33
C 2.702 -2.765 6.518 0.00
C 3.970 -2.251 7.367 -0.86
H 8.095 0.531 7.338 0.22
H 8.035 0.374 9.018 0.49
H 6.621 0.926 8.274 0.35
H 6.449 -1.589 8.823 0.38
H 8.007 -1.796 8.100 0.37
H 7.115 -1.847 5.777 0.90
H 5.889 -0.706 6.230 -0.50
H 5.045 -4.788 7.049 0.38
H 6.061 -3.854 8.151 0.39
H 6.636 -4.169 6.481 0.40
H 5.385 -3.539 4.613 0.52
H 4.646 -1.846 4.741 -0.58
H 3.249 -4.343 5.386 0.35
H 2.808 -2.933 4.298 0.10
H 2.022 -3.479 6.982 0.69
H 2.039 -1.913 6.367 -0.50
H 4.006 -2.638 8.386 0.42
H 4.088 -1.169 7.428 0.38
O -0.511 -4.835 6.066 -0.41
C -0.569 -4.949 4.746 0.29
O 0.324 -4.452 4.025 -0.38
O -1.473 -5.665 4.319 -0.76
H -1.185 -5.510 5.957 0.28
O -4.646 1.804 4.975 -0.52
C -4.025 1.624 3.799 0.06
O -4.085 2.508 2.980 -0.74
O -3.515 0.531 3.432 0.23
H -5.092 2.613 4.714 0.39
O -1.166 -3.860 -4.316 -0.49
C -1.488 -4.401 -3.185 0.42
O -1.766 -3.601 -2.304 -0.02
O -1.708 -5.642 -3.087 -0.79
H -1.241 -2.979 -3.941 -0.17
O 6.865 -2.046 3.155 -0.01
C 7.514 -3.224 3.134 0.66
O 7.005 -4.087 2.398 -0.73
O 8.435 -3.453 3.905 -0.77
H 6.276 -2.357 2.464 0.07
O 2.923 4.876 -1.593 -0.58
C 2.008 3.942 -1.318 -0.10
O 1.443 3.383 -2.230 -0.10
O 1.776 3.725 -0.142 -0.48
H 2.944 4.733 -0.644 0.26
O 3.355 0.364 5.136 1.82
C 2.849 1.072 6.163 0.59
O 3.429 2.011 6.649 -0.80
O 1.783 0.577 6.565 -0.69
H 2.660 -0.227 5.435 -1.59
O -0.610 -2.168 -8.226 -0.34
C 0.326 -1.470 -7.641 0.03
O 1.221 -1.035 -8.406 -0.89
O 0.276 -1.305 -6.386 0.16
H -0.302 -2.123 -9.134 0.30
O 4.922 -4.033 0.036 -0.70
C 4.492 -2.788 0.126 -0.43
O 5.109 -2.088 0.899 -0.52
O 3.527 -2.303 -0.555 0.57
H 5.619 -3.874 0.677 0.29
O -6.576 0.665 -4.861 -0.29
C -6.040 1.653 -4.140 -0.17
O -6.727 2.704 -4.075 -0.89
O -4.937 1.526 -3.593 0.40
H -7.434 1.094 -4.904 0.26
```

For the gap between HOMO and LUMO, the calculation gives 2.01 eV. As for the charge: +2. The largest force on an atom is 9.84 eV/A.


Below is 11 unconnected molecules or ions with the total composition C32H72N8O17 at a distorted geometry, with properties calculated with wB97M-V/def2-TZVPD.

XYZ file:
```
129
Properties=species:S:1:pos:R:3:mulliken_charge:R:1
C 1.210 -4.351 10.589 -0.62
O 0.380 -3.891 9.565 -0.28
C 0.733 -3.103 8.622 0.78
O 1.841 -2.641 8.389 -0.58
O -0.474 -2.961 7.895 -0.29
C -0.553 -2.443 6.620 -0.61
H 2.205 -3.989 10.329 0.33
H 1.272 -5.439 10.586 0.24
H 0.889 -4.069 11.592 0.24
H -1.616 -2.473 6.379 0.23
H -0.021 -2.978 5.834 0.28
H -0.208 -1.410 6.667 0.28
C 6.529 5.580 -4.224 -0.66
O 5.626 5.711 -5.318 -0.28
C 4.460 5.208 -5.215 0.82
O 3.965 4.529 -4.273 -0.60
O 3.877 5.523 -6.388 -0.30
C 2.624 4.994 -6.722 -0.67
H 7.433 6.116 -4.514 0.25
H 6.784 4.558 -3.945 0.29
H 6.182 6.106 -3.335 0.31
H 1.949 5.175 -5.886 0.32
H 2.645 3.985 -7.134 0.27
H 2.260 5.699 -7.469 0.25
C -6.752 -1.993 -4.556 -0.68
O -8.079 -1.456 -4.621 -0.28
C -9.116 -2.228 -4.523 0.81
O -9.046 -3.476 -4.397 -0.61
O -10.168 -1.442 -4.400 -0.31
C -11.474 -1.974 -4.143 -0.64
H -6.440 -2.365 -3.580 0.29
H -5.959 -1.334 -4.910 0.27
H -6.641 -2.870 -5.193 0.31
H -11.655 -2.890 -4.707 0.31
H -12.167 -1.151 -4.315 0.23
H -11.623 -2.200 -3.087 0.29
C 6.369 -0.693 5.559 -0.89
N 7.168 -1.840 5.104 -0.15
C 6.736 -3.065 4.712 0.54
C 5.271 -3.389 4.601 -0.79
O 7.567 -3.937 4.442 -0.67
H 6.949 0.230 5.513 0.33
H 5.914 -0.862 6.535 0.30
H 5.555 -0.472 4.868 0.29
H 8.172 -1.742 5.144 0.26
H 5.123 -3.772 3.591 0.24
H 4.634 -2.507 4.545 0.31
H 4.973 -4.181 5.289 0.23
C -3.931 3.626 -6.388 -0.80
N -3.409 4.295 -7.573 -0.18
C -4.101 5.351 -8.090 0.60
C -3.404 6.153 -9.134 -0.86
O -5.165 5.821 -7.650 -0.63
H -4.120 4.297 -5.550 0.26
H -3.169 2.909 -6.079 0.32
H -4.867 3.124 -6.631 0.27
H -2.719 3.886 -8.187 0.25
H -3.766 5.914 -10.134 0.22
H -2.354 5.905 -8.975 0.27
H -3.500 7.230 -8.993 0.28
C 9.383 0.685 0.850 -0.95
N 8.651 1.966 0.937 -0.13
C 7.402 2.223 0.642 0.50
C 6.531 1.084 0.037 -0.80
O 6.887 3.334 0.858 -0.70
H 10.396 0.833 1.224 0.32
H 9.556 0.170 -0.095 0.33
H 8.950 -0.092 1.480 0.33
H 9.172 2.764 1.271 0.28
H 7.054 0.167 -0.233 0.35
H 6.360 1.621 -0.896 0.21
H 5.623 0.973 0.630 0.26
C -4.863 -8.019 0.836 -0.77
N -5.570 -6.837 1.367 -0.22
C -5.222 -5.562 1.149 0.64
C -6.041 -4.431 1.868 -0.87
O -4.250 -5.272 0.508 -0.63
H -5.152 -7.899 -0.209 0.27
H -5.286 -8.930 1.260 0.31
H -3.780 -7.957 0.943 0.24
H -6.310 -7.022 2.029 0.22
H -6.953 -4.827 2.315 0.31
H -6.212 -3.629 1.150 0.25
H -5.459 -4.009 2.687 0.24
C 4.220 -5.508 -1.467 -0.79
N 3.072 -5.504 -0.529 -0.18
C 2.487 -6.600 -0.099 0.72
C 1.186 -6.498 0.648 -1.03
O 2.962 -7.686 -0.238 -0.62
H 4.140 -6.409 -2.074 0.27
H 5.195 -5.554 -0.982 0.27
H 4.185 -4.540 -1.967 0.31
H 2.689 -4.657 -0.133 0.20
H 1.238 -5.650 1.332 0.32
H 1.014 -7.424 1.197 0.28
H 0.388 -6.300 -0.067 0.25
C -4.266 3.440 1.098 -0.77
N -5.621 3.055 0.491 -0.18
C -5.804 2.167 -0.436 0.68
C -7.203 2.214 -0.963 -0.85
O -4.894 1.587 -0.996 -0.70
H -3.494 2.715 0.843 0.20
H -4.265 3.661 2.166 0.31
H -3.879 4.283 0.526 0.30
H -6.442 3.509 0.865 0.22
H -7.589 1.202 -0.842 0.25
H -7.144 2.446 -2.026 0.24
H -7.878 2.931 -0.493 0.30
C 2.126 4.539 4.219 -0.83
N 2.603 5.320 3.063 -0.19
C 1.830 6.033 2.288 0.64
C 2.498 6.787 1.148 -0.90
O 0.599 6.161 2.374 -0.66
H 1.620 5.174 4.947 0.25
H 3.012 3.980 4.519 0.34
H 1.527 3.717 3.828 0.29
H 3.541 5.165 2.724 0.26
H 3.584 6.726 1.076 0.31
H 2.238 7.845 1.189 0.26
H 2.066 6.404 0.223 0.25
C 0.255 0.762 -0.856 -0.85
C -0.104 -0.383 0.101 0.69
N -1.342 -0.802 0.235 -0.32
O 0.746 -1.018 0.778 -0.71
H -0.654 1.019 -1.399 0.28
H 0.928 0.430 -1.646 0.27
H 0.532 1.700 -0.375 0.25
H -1.430 -1.749 0.573 0.21
H -2.135 -0.355 -0.203 0.19
```

For the gap between HOMO and LUMO, the calculation gives 9.29 eV. As for the charge: 0. Its SMILES is COC(=O)OC.COC(=O)OC.COC(=O)OC.CNC(C)=O.CNC(C)=O.CNC(C)=O.CNC(C)=O.CNC(C)=O.CNC(C)=O.CNC(C)=O.CC(N)=O. The largest force on an atom is 5.26 eV/A.


Below is a molecular structure, ClNO7Rb at a distorted geometry, with properties calculated with wB97M-V/def2-TZVPD.

XYZ file:
```
10
Properties=species:S:1:pos:R:3:mulliken_charge:R:1
Rb 1.401 -2.449 -1.794 0.79
Cl -1.660 0.851 0.381 1.49
O -1.530 1.260 1.702 -0.59
O -3.038 0.683 -0.341 -0.67
O -1.006 1.979 -0.318 -0.68
O -0.698 -0.273 0.173 -0.52
N 1.624 -0.477 0.066 1.10
O 2.086 -1.452 -0.447 -0.91
O 0.648 -0.679 0.862 -0.38
O 2.172 0.557 -0.284 -0.64
```

For the gap between HOMO and LUMO, the calculation gives 4.27 eV. As for the charge: -1. Its energy relative to the best compared isomer or geometry (same formula, charge and spin) is 250.2 kcal per mole. The largest force on an atom is 16.75 eV/A.